Entry 1:
128
Properties=species:S:1:pos:R:3:nbo_charge:R:1 method="wB97M-V/def2-TZVPD" e_lumo_ev="1.73 / 1.73" energy_ha=-5160.92493 orbital_gap_ev="3.04 / 5.79" spin_multiplicity=2 total_charge=-1
C 3.964 -0.501 -1.302 -0.20
H -0.903 -2.713 3.032 0.42
H 2.432 -3.988 2.539 0.20
H -3.525 -2.784 2.588 0.21
N 0.941 -2.041 -1.639 -0.84
H -2.520 3.003 4.004 0.22
C -2.355 3.418 1.900 -0.21
N 0.530 -0.502 0.642 -1.48
C 3.548 -0.050 5.051 -0.82
H -0.947 -1.418 -2.365 0.20
N -0.345 -2.607 2.192 -0.84
H -1.204 1.321 -4.115 0.20
C 3.007 -2.072 1.769 -0.24
H -0.629 3.288 -4.349 0.21
C 0.014 3.799 -3.647 -0.18
C -2.256 1.415 -3.871 -0.27
H 2.077 -3.669 -3.431 0.19
C 0.530 -1.399 -3.945 -0.40
C 0.284 -2.863 -4.313 -0.40
P 1.521 -1.262 -0.271 2.39
S -1.982 -0.455 3.542 -0.23
C 3.439 2.143 -1.174 -0.42
H -4.951 6.797 0.274 0.19
H 0.616 -3.068 -5.333 0.20
C -4.001 2.077 -2.377 -0.19
H -3.368 -1.825 -1.399 0.22
H -2.643 4.745 -2.649 0.20
H -0.473 -3.606 -1.761 0.20
C 4.529 -3.818 0.403 -0.41
H -0.716 -4.697 1.889 0.22
C -2.819 4.103 0.734 -0.07
C -3.836 -0.619 0.292 0.79
C 0.114 -1.167 -2.495 -0.23
H -5.990 1.553 -2.955 0.21
C 2.780 1.241 2.821 -0.85
H 3.297 -0.579 5.969 0.23
H -1.755 -1.368 6.210 0.22
C 0.604 -3.440 -1.892 -0.22
H 3.962 2.265 -3.266 0.21
O -2.367 -4.522 -0.021 -0.64
H -4.111 -4.905 3.690 0.21
H 1.116 -4.102 -1.202 0.21
H 1.132 4.739 -5.219 0.20
C -0.185 3.659 -2.277 -0.30
H -0.013 -0.742 -4.619 0.21
H 2.612 5.986 -3.676 0.20
C -4.943 1.527 -3.233 -0.21
S 1.986 0.382 4.224 1.27
H -4.344 4.609 4.374 0.20
H 3.509 -0.021 -3.333 0.20
H 3.153 -3.517 -1.230 0.22
H 0.620 -2.529 2.476 0.39
C -4.254 6.008 0.010 -0.31
C -4.339 5.283 2.327 -0.29
C -1.772 -3.563 0.443 0.68
C -3.598 -4.134 4.252 -0.21
C 4.321 1.753 -2.370 -0.40
C -3.803 5.876 -1.297 -0.24
H 0.226 -0.127 -2.193 0.24
H 4.718 -0.225 -0.551 0.17
O -2.791 0.143 0.598 -0.79
C -2.543 -1.946 4.306 -0.20
H 5.236 -0.131 -3.001 0.20
C -2.280 -2.145 5.666 -0.22
H -4.324 2.526 -1.445 0.25
H 2.242 0.966 1.913 0.27
C -0.556 -3.775 1.330 -0.32
C 1.838 5.336 -3.285 -0.24
H -2.880 0.423 -5.670 0.19
H 2.268 5.774 -1.224 0.21
C -3.202 0.887 -4.745 -0.17
C -3.246 -2.947 3.621 -0.20
H 3.114 3.180 -1.260 0.24
H 4.470 -5.118 2.150 0.21
H 1.518 1.565 -0.341 0.25
Ti -1.256 -0.736 1.197 1.62
H 3.827 0.954 2.724 0.22
C -4.550 0.943 -4.429 -0.25
C -2.943 4.857 -1.615 -0.25
H 2.273 -1.438 2.263 0.23
N 2.631 -0.145 -0.832 -0.83
H 0.502 4.304 -0.348 0.23
C 1.014 4.632 -4.146 -0.23
C -3.812 5.134 1.029 0.06
H 2.672 2.306 3.020 0.26
H -2.454 -3.444 7.356 0.21
N -2.089 -2.255 0.267 -0.79
O -4.991 -0.331 0.445 -0.57
H 4.029 -1.577 -1.447 0.20
H 3.932 -1.482 1.672 0.18
H -4.140 6.559 -2.070 0.19
H 2.540 -4.523 0.080 0.18
H -4.116 -2.738 -0.097 0.23
H 0.742 -4.833 -3.532 0.21
C 4.512 -4.050 1.926 -0.40
C 2.215 1.242 -1.115 -0.22
H -3.571 -5.256 6.083 0.20
H 3.502 -3.090 3.610 0.22
H 3.995 2.047 -0.237 0.19
H 4.059 0.885 5.284 0.23
C 3.119 -3.616 -0.145 -0.21
H 5.139 -2.943 0.167 0.20
H 4.970 -4.672 -0.113 0.22
P -1.442 2.603 -1.391 0.84
C 0.994 -3.789 -3.326 -0.39
H 5.437 -3.666 2.360 0.20
N 2.477 -2.442 0.450 -0.84
H -0.793 -3.057 -4.271 0.20
C 0.654 4.383 -1.420 -0.22
H 1.596 -1.165 -4.038 0.19
C -2.662 -3.317 6.300 -0.21
C 1.647 5.211 -1.912 -0.21
I -0.650 2.181 2.003 0.31
C -3.399 -1.950 -0.312 -0.33
C 3.310 -3.334 2.564 -0.41
H 0.311 -3.909 0.684 0.22
C -2.901 3.592 3.180 -0.27
H -5.286 0.517 -5.101 0.20
C 4.283 0.228 -2.604 -0.40
H -5.099 6.043 2.481 0.19
C -3.912 4.500 3.387 -0.25
C -2.445 3.941 -0.642 -0.47
H 1.688 1.324 -2.076 0.18
O 1.382 1.420 5.093 -0.97
C -2.639 2.050 -2.689 -0.31
C -3.300 -4.329 5.593 -0.25
H 4.151 -0.682 4.397 0.21
H 5.348 2.083 -2.198 0.20

---

Entry 2:
126
Properties=species:S:1:pos:R:3:lowdin_charge:R:1 method="wB97M-V/def2-TZVPD" e_lumo_ev=3.64 energy_ha=-5261.11499 orbital_gap_ev=4.26 de_lowest_kj_mol=109.6 total_charge=-2
H 2.557 3.844 5.483 0.07
H 1.096 -1.452 -3.129 0.02
H -0.125 -3.218 1.910 0.08
H -5.672 0.245 -4.146 0.08
H -3.789 1.314 4.524 0.09
C -5.094 -3.445 -0.485 -0.03
H -5.000 -2.982 0.497 0.06
S 5.133 -3.803 -1.784 0.83
C 3.829 0.230 2.685 -0.05
C 5.552 -4.289 -3.380 -0.49
C 2.586 -2.448 2.843 -0.07
C 3.219 3.095 1.095 -0.17
C -1.503 4.542 4.410 -0.05
C -1.577 2.413 3.335 -0.22
H 1.395 -3.847 -2.538 0.08
C 3.795 4.326 0.828 -0.05
H -3.334 -5.579 -0.284 0.08
H 1.975 3.717 -3.392 0.09
H -1.905 -1.296 0.873 0.03
C -2.247 1.113 3.038 -0.20
H -4.450 -3.375 -3.157 0.08
H 5.054 2.176 5.175 0.10
C 2.455 0.370 2.898 -0.34
H 1.307 -1.932 -4.823 0.08
H -0.114 -0.979 -4.325 0.08
H 4.155 -0.346 1.824 0.04
C 0.451 -1.675 3.815 -0.05
H -1.501 -4.415 -4.867 0.07
H 0.014 -1.882 0.748 -0.03
C -3.986 -0.490 3.395 -0.05
C -3.084 1.013 -4.542 -0.03
H 0.200 5.726 3.854 0.11
H -5.363 -1.147 -3.090 0.07
H 6.426 0.356 2.233 0.08
H -2.931 0.471 -5.478 0.08
S 1.540 2.130 -1.147 0.53
C -3.722 -3.614 -1.134 -0.65
C 4.328 1.676 4.539 -0.04
H -2.969 -4.324 -3.037 0.06
N 1.509 -0.275 2.052 -0.08
C -0.939 5.418 -3.120 -0.15
C 6.233 0.611 3.276 -0.06
C -0.183 -3.079 -3.782 -0.63
H -0.314 -3.572 -5.886 0.08
C 3.083 5.471 1.143 -0.06
H -5.589 -4.413 -0.372 0.08
H -3.064 3.120 4.729 0.10
H 3.068 2.727 6.748 0.07
H 0.329 -2.692 4.201 0.07
N -0.445 2.655 2.679 0.05
H 6.831 1.486 3.541 0.07
C 4.439 -2.270 -3.665 -0.30
H 4.017 -1.435 -4.207 0.08
H 3.232 -2.468 1.964 0.04
C 1.290 -1.685 2.520 -0.60
C 0.299 5.035 -3.629 -0.15
C -4.952 -0.540 -3.901 -0.04
H -4.085 0.135 -1.357 0.08
C -2.142 3.334 4.212 -0.01
N -1.710 0.370 2.064 0.06
H -3.893 -2.166 2.045 0.09
C 2.480 2.808 5.831 -0.06
C 0.530 3.368 -1.862 -0.67
H 6.083 -5.209 -3.570 0.03
H 1.275 6.221 2.034 0.10
C 0.156 3.838 2.845 -0.22
S -1.449 2.947 0.023 0.59
C -1.438 4.771 -2.001 -0.16
C 4.763 0.858 3.501 -0.27
Te 3.322 -1.112 -0.935 0.68
C 0.566 -2.505 1.445 -0.08
C 1.013 4.027 -3.002 -0.15
H -4.811 -1.179 -4.776 0.08
H -1.914 5.275 5.092 0.10
C -3.926 -4.126 -2.562 -0.03
H 0.998 1.283 4.164 0.10
H -2.867 1.309 -1.845 0.02
H -3.778 1.840 -4.713 0.08
H 6.582 -0.225 3.888 0.07
C -0.979 -3.467 -5.026 -0.04
C -3.455 -1.233 2.361 -0.03
H 0.946 -1.076 4.584 0.07
S -0.660 -0.382 -1.148 0.43
C 2.059 1.177 3.970 -0.04
H -4.566 1.582 -2.274 0.09
H -5.721 -2.798 -1.102 0.08
H -0.537 -1.248 3.640 0.06
H -2.127 1.423 -4.217 0.09
C 5.112 -3.363 -4.280 -0.25
C -0.736 3.742 -1.365 -0.69
H 1.431 2.623 6.073 0.07
H 5.249 -3.460 -5.351 0.08
C 0.806 -4.172 -3.398 -0.02
H -2.704 -4.217 0.673 0.08
H -4.867 -0.826 3.928 0.10
C 4.355 -2.352 -2.294 -1.10
H 1.279 -3.056 0.832 0.06
H 2.317 -3.476 3.103 0.08
C -2.325 -0.762 1.712 -0.12
H 0.269 -5.088 -3.136 0.08
O -3.095 -2.339 -1.092 -0.16
Si -1.911 -1.675 -2.078 -0.11
O -2.683 -1.008 -3.382 -0.15
H -2.404 5.052 -1.595 0.08
C -3.381 0.709 3.730 -0.01
H -1.886 -4.688 -0.820 0.09
H 3.467 6.451 0.885 0.10
C -2.861 -4.594 -0.341 -0.02
C -3.616 0.065 -3.472 -0.65
C 0.572 -1.777 -4.029 -0.06
C -0.340 4.802 3.712 -0.01
C 1.868 5.350 1.793 -0.01
N 2.041 2.971 1.707 0.07
Sc 0.264 1.036 0.872 0.49
H -1.511 6.210 -3.592 0.08
H 4.751 4.372 0.326 0.11
O -1.110 -2.981 -2.690 -0.17
H -4.520 -5.044 -2.543 0.08
H 1.491 -4.382 -4.223 0.08
H 3.720 2.171 0.835 0.10
H 3.131 -2.014 3.684 0.07
C 1.408 4.069 2.088 -0.23
C 2.967 1.855 4.769 -0.28
H -1.721 -2.695 -5.240 0.08
H 0.703 5.515 -4.514 0.08
C -3.790 0.820 -2.157 -0.06